# 1
The following is a DFT calculation (wB97M-V/def2-TZVPD) of a gas-phase ion, C5H5N2O3 (charge +1) at a distorted geometry.

Summary:
SMILES: O=[N+]=C=CCC(=O)/C=[NH+]/[O-]
Relative energy (zero: lowest compared OMol25 entry of this formula, charge and spin) (kcal/mol): 129.3
Molecular weight (u): 141.1
HOMO level (alpha / beta) (eV): -13.80 / -13.80
Charge: +1

Cartesian coordinates (Å):
O (2.175, -2.256, -2.442)
N (1.900, -1.232, -2.052)
C (1.506, -0.198, -1.658)
C (1.155, 0.959, -1.087)
C (0.943, 0.905, 0.410)
C (-0.716, 0.824, 0.656)
O (-1.410, 1.776, 0.572)
C (-1.043, -0.557, 0.911)
N (-2.294, -0.870, 1.100)
O (-2.739, -1.990, 1.165)
H (0.963, 1.924, -1.721)
H (1.287, 1.938, 0.858)
H (1.402, 0.143, 1.070)
H (-0.268, -1.319, 0.890)
H (-2.862, -0.048, 1.330)

These are the natural (NBO) partial charges, in e, on atoms 1 to 8:
1. O -0.103
2. N 0.364
3. C 0.076
4. C 0.090
5. C -0.586
6. C 0.567
7. O -0.462
8. C -0.246



# 2
The following is a DFT calculation (wB97M-V/def2-TZVPD) of a molecular structure, C44H54ClCrN9O8PS4 at a distorted geometry.

Summary:
Relative energy (zero: lowest compared OMol25 entry of this formula, charge and spin) (kcal/mol): 0.0
Molecular weight (u): 1083.7
2S+1: 4
HOMO level (alpha / beta) (eV): -3.26 / -3.27
⟨S²⟩: 3.887
Charge: -2

Cartesian coordinates (Å):
Cr (-0.394, -0.491, 0.926)
O (-5.147, 3.318, 0.579)
C (-4.217, 4.248, 0.595)
O (-4.457, 5.394, 0.911)
C (-2.862, 3.825, 0.158)
C (-1.843, 4.655, -0.249)
Cl (-1.799, 6.354, -0.168)
N (-0.797, 3.884, -0.646)
N (-1.073, 2.579, -0.441)
C (-2.308, 2.522, 0.013)
C (-2.933, 1.207, 0.366)
O (-4.181, 1.164, 0.353)
O (-2.223, 0.213, 0.690)
C (0.362, 4.245, -1.392)
C (1.450, 3.388, -1.371)
C (2.574, 3.683, -2.125)
C (2.594, 4.802, -2.944)
C (1.493, 5.645, -2.982)
C (0.377, 5.377, -2.205)
H (-4.763, 2.371, 0.447)
H (1.422, 2.511, -0.752)
H (3.448, 3.058, -2.030)
H (3.473, 5.024, -3.537)
H (1.500, 6.519, -3.621)
H (-0.475, 6.035, -2.248)
N (5.511, 7.151, 3.705)
C (5.174, 5.832, 3.381)
C (4.671, 5.526, 2.116)
C (4.423, 4.213, 1.760)
C (4.668, 3.197, 2.668)
C (5.164, 3.488, 3.928)
C (5.412, 4.800, 4.289)
S (4.519, 1.474, 2.181)
O (5.292, 1.374, 0.962)
O (4.998, 0.699, 3.304)
N (3.004, 1.158, 1.794)
C (1.955, 1.492, 2.518)
S (2.061, 2.444, 4.043)
C (0.335, 2.613, 4.042)
C (-0.184, 1.960, 2.992)
N (0.684, 1.280, 2.169)
H (5.041, 7.853, 3.158)
H (5.512, 7.351, 4.691)
H (4.485, 6.323, 1.406)
H (4.043, 3.973, 0.777)
H (5.342, 2.665, 4.606)
H (5.803, 5.031, 5.274)
H (-0.173, 3.179, 4.803)
H (-1.229, 1.973, 2.723)
C (-2.141, -2.368, -2.733)
C (-2.127, -2.209, -1.206)
C (-2.375, -3.574, -0.565)
C (-0.796, -1.612, -0.766)
H (-3.045, -2.889, -3.067)
H (-1.270, -2.950, -3.046)
H (-2.104, -1.396, -3.231)
H (-2.940, -1.531, -0.922)
H (-1.589, -4.270, -0.869)
H (-3.337, -3.987, -0.885)
H (-2.376, -3.490, 0.523)
H (-0.569, -0.771, -1.438)
H (-0.021, -2.364, -0.938)
C (3.973, -1.272, -3.942)
C (3.854, -0.981, -2.459)
N (2.490, -0.600, -2.168)
C (1.721, 0.174, -2.984)
N (0.662, 0.720, -2.499)
C (-0.222, 1.481, -3.347)
C (-0.065, 1.156, -4.829)
C (1.418, 1.199, -5.152)
N (2.104, 0.231, -4.326)
C (3.471, -0.058, -4.704)
H (3.350, -2.137, -4.179)
H (5.008, -1.488, -4.212)
H (4.563, -0.191, -2.169)
H (4.096, -1.868, -1.880)
H (2.202, -0.610, -1.199)
H (-0.030, 2.554, -3.195)
H (-1.248, 1.288, -3.015)
H (-0.620, 1.864, -5.449)
H (-0.435, 0.145, -5.017)
H (1.811, 2.216, -4.986)
H (1.594, 0.935, -6.200)
H (4.127, 0.808, -4.512)
H (3.483, -0.251, -5.782)
C (6.002, -2.129, 0.745)
C (4.952, -3.079, 1.282)
C (5.567, -4.386, 1.766)
O (4.037, -3.377, 0.211)
P (2.445, -3.490, 0.378)
S (1.800, -4.158, -1.347)
S (1.796, -1.788, 1.313)
O (2.475, -4.663, 1.513)
C (1.385, -5.150, 2.288)
C (0.201, -5.547, 1.420)
C (1.931, -6.329, 3.083)
H (6.700, -1.863, 1.540)
H (5.541, -1.210, 0.396)
H (6.547, -2.599, -0.078)
H (4.405, -2.593, 2.094)
H (6.103, -4.861, 0.942)
H (4.781, -5.060, 2.102)
H (6.257, -4.201, 2.590)
H (1.089, -4.364, 2.991)
H (0.525, -6.254, 0.656)
H (-0.201, -4.672, 0.911)
H (-0.584, -5.999, 2.031)
H (2.369, -7.059, 2.400)
H (1.128, -6.802, 3.649)
H (2.700, -5.985, 3.776)
N (-2.623, -3.256, 7.483)
C (-2.309, -2.861, 6.446)
C (-1.936, -2.364, 5.168)
C (-1.234, -3.156, 4.255)
C (-0.872, -2.630, 3.030)
C (-1.150, -1.314, 2.640)
C (-1.924, -0.578, 3.549)
C (-2.296, -1.068, 4.786)
H (-0.975, -4.174, 4.524)
H (-0.346, -3.257, 2.328)
H (-2.266, 0.413, 3.285)
H (-2.867, -0.458, 5.476)

These are the Löwdin partial charges, in e, on atoms 1 to 8:
1. Cr 0.592
2. O 0.099
3. C -0.528
4. O 0.039
5. C -0.056
6. C -0.570
7. Cl 0.798
8. N -0.042